No. 1
The following is a DFT calculation (ωB97M-V/def2-TZVPD) of 2 unconnected molecules or ions with the total composition C5H9N2 at a distorted geometry.

```
! RIJCOSX wB97M-V def2-TZVPD def2/J DEFGRID3
* xyz 1 1
C -0.101 -0.777 -2.274
C -0.387 2.500 3.016
C -0.465 1.304 0.784
C -0.041 -2.057 -1.936
C 0.442 -3.226 -1.491
N -0.496 2.059 1.856
N 0.516 0.566 0.225
H -1.039 -0.243 -2.518
H 0.759 -0.203 -2.521
H 0.191 3.533 3.209
H -0.642 1.798 3.837
H -1.489 1.324 0.408
H 0.628 -4.032 -2.108
H 0.169 0.046 -0.693
H 0.550 -3.393 -0.397
H 1.408 0.799 0.605
*
```

Output
Relative energy (zero: lowest compared OMol25 entry of this formula, charge and spin): 5.274 eV
DFT total energy: -305.03620 Eh
Highest occupied orbital energy: -13.44 eV
Strongest force on any atom: 0.07562 Eh/bohr

natural (NBO) atomic charge list, values in e, 2 entries: -0.640 0.092


No. 2
The following is a DFT calculation (ωB97M-V/def2-TZVPD) of a single C6H6 molecule at a distorted geometry.

```
! RIJCOSX wB97M-V def2-TZVPD def2/J DEFGRID3
* xyz 0 1
C 0.906 -0.249 1.709
C 0.291 0.324 0.725
C -0.430 0.090 -0.805
C -1.066 0.148 -2.062
C -0.558 -1.185 -1.614
C 0.660 1.243 1.833
H 1.321 -1.105 2.179
H -1.559 0.750 -2.778
H -1.268 -1.950 -1.304
H 0.320 -1.608 -2.098
H -0.106 1.607 2.510
H 1.487 1.935 1.704
*
```

Output
Relative energy (zero: lowest compared OMol25 entry of this formula, charge and spin): 6.609 eV
DFT total energy: -231.98343 Eh
Highest occupied orbital energy: -8.75 eV
Strongest force on any atom: 0.12596 Eh/bohr

natural (NBO) atomic charge list, values in e, 2 entries: -0.185 0.031


No. 3
The following is a DFT calculation (ωB97M-V/def2-TZVPD) of 2 unconnected molecules or ions with the total composition C3H9NO2S at a distorted geometry.

```
! RIJCOSX wB97M-V def2-TZVPD def2/J DEFGRID3
* xyz 0 1
O 1.901 -1.273 -1.109
C 1.497 -0.180 -0.794
N 1.401 0.254 0.496
C 0.879 1.537 0.824
C -0.498 1.495 1.478
S -1.708 0.789 0.332
H 1.177 0.504 -1.591
H 1.994 -0.271 1.121
H 0.836 2.155 -0.075
H 1.561 2.089 1.486
H -0.862 2.493 1.711
H -0.513 0.930 2.409
H -1.097 -0.348 0.045
O -1.385 -2.781 -1.445
H -1.274 -3.669 -1.068
H -0.510 -2.442 -1.378
*
```

Output
Relative energy (zero: lowest compared OMol25 entry of this formula, charge and spin): 1.064 eV
DFT total energy: -723.12925 Eh
Highest occupied orbital energy: -9.23 eV
Strongest force on any atom: 0.03015 Eh/bohr

natural (NBO) atomic charge list, values in e, 2 entries: -0.615 0.525


No. 4
The following is a DFT calculation (ωB97M-V/def2-TZVPD) of a single C3H5N3S molecule at a distorted geometry.

```
! RIJCOSX wB97M-V def2-TZVPD def2/J DEFGRID3
* xyz 0 1
C 0.578 -0.378 -0.920
C -1.262 0.318 1.762
C 1.587 -0.929 -1.961
N -1.390 0.675 0.620
N -1.855 0.516 -0.499
N -0.571 0.796 2.809
S -0.897 -0.164 -1.693
H 1.181 -1.375 -2.823
H 2.186 0.005 -2.104
H 2.004 -1.811 -1.520
H -1.171 0.529 3.577
H -0.390 1.818 2.754
*
```

Output
Relative energy (zero: lowest compared OMol25 entry of this formula, charge and spin): 6.640 eV
DFT total energy: -679.54121 Eh
Highest occupied orbital energy: -8.38 eV
Strongest force on any atom: 0.05356 Eh/bohr

natural (NBO) atomic charge list, values in e, 2 entries: -0.286 0.323


No. 5
The following is a DFT calculation (ωB97M-V/def2-TZVPD) of a molecular structure, C32H32N7S2V.

```
! RIJCOSX wB97M-V def2-TZVPD def2/J DEFGRID3
* xyz 2 3
V -0.857 -1.018 -0.043
C 1.095 -1.660 2.829
C -0.318 -1.275 3.113
C -0.740 -1.139 4.436
C -2.041 -0.813 4.722
C -2.943 -0.688 3.670
C -2.490 -0.869 2.389
N -1.176 -1.101 2.092
C -3.438 -0.870 1.233
C -4.815 -0.822 1.346
C -5.574 -0.834 0.185
C -4.956 -0.838 -1.055
C -3.574 -0.872 -1.110
N -2.861 -0.947 0.023
C -2.773 -0.813 -2.363
C -3.379 -0.561 -3.568
C -2.596 -0.528 -4.716
C -1.260 -0.806 -4.601
C -0.693 -1.077 -3.352
C 0.746 -1.492 -3.325
N -1.429 -1.020 -2.231
H 1.126 -2.671 2.419
H 1.564 -0.993 2.113
H 1.674 -1.647 3.749
H -0.017 -1.280 5.226
H -2.366 -0.677 5.744
H -3.981 -0.461 3.864
H -5.297 -0.792 2.311
H -6.655 -0.831 0.248
H -5.549 -0.826 -1.956
H -4.443 -0.389 -3.631
H -3.040 -0.316 -5.680
H -0.621 -0.839 -5.474
H 0.882 -2.300 -4.046
H 1.395 -0.674 -3.642
H 1.077 -1.851 -2.362
N 2.021 -4.223 -0.022
C 1.311 -3.095 -0.145
S -0.444 -3.270 -0.209
N 1.993 -1.972 -0.245
N 1.151 -0.877 -0.264
C 1.614 0.264 -0.663
C 2.961 0.504 -1.224
C 4.114 -0.022 -0.644
C 5.353 0.213 -1.220
C 5.453 0.948 -2.393
C 4.309 1.464 -2.988
C 3.073 1.252 -2.400
C 0.615 1.382 -0.571
C 0.959 2.711 -0.721
C -0.014 3.685 -0.571
C -1.311 3.310 -0.266
C -1.588 1.967 -0.123
N -0.654 1.018 -0.271
H 1.570 -5.120 -0.062
H 3.027 -4.178 -0.053
H 4.046 -0.603 0.264
H 6.243 -0.186 -0.753
H 6.421 1.117 -2.845
H 4.380 2.033 -3.905
H 2.186 1.649 -2.881
H 1.985 2.976 -0.927
H 0.244 4.730 -0.682
H -2.096 4.040 -0.134
H -2.585 1.631 0.126
C 0.428 3.264 3.540
S 0.855 1.742 2.671
C 2.652 1.872 2.714
H 0.912 3.297 4.515
H -0.651 3.272 3.685
H 0.715 4.142 2.963
H 2.997 2.759 2.182
H 3.066 0.990 2.224
H 3.012 1.904 3.742
*
```

Output
DFT total energy: -3361.95923 Eh
Highest occupied orbital energy (alpha / beta): -13.27 / -13.28 eV
Strongest force on any atom: 0.01768 Eh/bohr

Mulliken atomic charge list, values in e, 2 entries: -0.489 -0.851


No. 6
The following is a DFT calculation (ωB97M-V/def2-TZVPD) of a single C16H19N3O3S molecule at a distorted geometry.

```
! RIJCOSX wB97M-V def2-TZVPD def2/J DEFGRID3
* xyz 0 1
C -5.060 -1.655 1.115
C -5.281 -0.338 0.440
C -6.543 0.243 0.461
C -6.794 1.458 -0.149
C -5.772 2.129 -0.804
C -4.511 1.576 -0.841
C -4.253 0.348 -0.224
C -2.899 -0.147 -0.322
N -1.924 0.450 -0.942
N -0.824 -0.310 -0.813
C -1.174 -1.350 -0.116
S -0.205 -2.682 0.388
C 1.331 -2.314 -0.520
C 2.009 -1.045 -0.033
C 3.387 -0.933 -0.675
O 3.869 -1.840 -1.326
N 4.041 0.237 -0.491
C 3.650 1.348 0.346
C 4.691 1.517 1.464
O 5.982 1.701 0.935
C 6.363 0.608 0.127
C 5.379 0.406 -1.028
O -2.475 -1.317 0.234
H -5.987 -2.017 1.552
H -4.315 -1.565 1.903
H -4.697 -2.397 0.405
H -7.345 -0.273 0.969
H -7.787 1.882 -0.114
H -5.962 3.077 -1.283
H -3.695 2.071 -1.343
H 1.082 -2.238 -1.577
H 1.970 -3.182 -0.364
H 1.391 -0.189 -0.311
H 2.120 -1.077 1.054
H 2.664 1.198 0.777
H 3.638 2.257 -0.266
H 4.476 2.405 2.060
H 4.674 0.627 2.113
H 7.360 0.841 -0.250
H 6.407 -0.309 0.733
H 5.630 -0.486 -1.602
H 5.390 1.285 -1.681
*
```

Output
Relative energy (zero: lowest compared OMol25 entry of this formula, charge and spin): 2.227 eV
DFT total energy: -1409.26485 Eh
Highest occupied orbital energy: -8.39 eV
Strongest force on any atom: 0.03161 Eh/bohr

natural (NBO) atomic charge list, values in e, 2 entries: -0.635 0.012


No. 7
The following is a DFT calculation (ωB97M-V/def2-TZVPD) of a molecular structure, C21H21BF5IrN9O5STe.

```
! RIJCOSX wB97M-V def2-TZVPD def2/J DEFGRID3
* xyz 0 6
Ir 0.040 -0.301 0.113
C 4.357 -0.195 0.976
C 3.110 0.380 1.212
N 2.293 0.155 0.187
N 2.985 -0.585 -0.714
C 4.232 -0.791 -0.260
B 2.308 -1.000 -2.040
N 1.479 0.223 -2.516
C 1.566 0.991 -3.613
C 0.581 1.955 -3.554
C -0.084 1.711 -2.360
N 0.460 0.672 -1.732
N 1.287 -2.167 -1.807
C 1.213 -3.379 -2.380
C 0.117 -4.045 -1.873
C -0.463 -3.150 -0.983
N 0.238 -2.018 -0.969
N 3.368 -1.502 -3.013
C 4.150 -2.600 -2.827
C 5.027 -2.679 -3.876
C 4.709 -1.563 -4.673
N 3.720 -0.863 -4.151
H 5.225 -0.175 1.610
H 2.774 0.968 2.051
H 4.963 -1.316 -0.849
H 2.325 0.783 -4.344
H 0.370 2.722 -4.277
H -0.936 2.234 -1.968
H 1.932 -3.688 -3.117
H -0.217 -5.037 -2.116
H -1.332 -3.263 -0.359
H 4.026 -3.240 -1.968
H 5.782 -3.427 -4.042
H 5.157 -1.244 -5.600
C -5.552 -3.758 2.935
C -4.249 -3.090 2.591
C -3.232 -2.978 3.540
C -2.028 -2.372 3.241
C -1.794 -1.857 1.965
C -2.807 -1.935 1.018
C -4.012 -2.553 1.336
S -0.487 0.931 2.966
O 0.807 0.481 3.478
O -1.142 2.040 3.627
N -0.205 1.359 1.337
C -0.846 2.474 0.890
C -2.322 1.930 -0.148
O -2.943 2.910 -0.421
O -2.238 0.731 -0.340
H -5.400 -4.809 3.188
H -6.250 -3.712 2.101
H -6.023 -3.279 3.795
H -3.386 -3.370 4.538
H -1.262 -2.299 4.000
H -2.683 -1.488 0.041
H -4.787 -2.597 0.580
H -0.328 2.998 0.089
H -1.304 3.117 1.633
F 3.181 -0.821 3.897
Te 1.865 -2.095 3.357
F 0.725 -3.599 3.223
F 1.187 -2.034 5.115
F 2.123 -2.395 1.462
F 3.202 -3.318 3.680
O -0.597 -1.249 1.736
*
```

Output
Relative energy (zero: lowest compared OMol25 entry of this formula, charge and spin): 0.000 eV
DFT total energy: -2976.54396 Eh
Highest occupied orbital energy (alpha / beta): -8.47 / -8.38 eV
Strongest force on any atom: 0.01272 Eh/bohr

natural (NBO) atomic charge list, values in e, 2 entries: 1.458 -0.329


No. 8
The following is a DFT calculation (ωB97M-V/def2-TZVPD) of a molecular structure, C20H27BN10O2Pt at a distorted geometry.

```
! RIJCOSX wB97M-V def2-TZVPD def2/J DEFGRID3
* xyz 1 2
Pt -0.349 0.151 -0.001
C -0.685 1.311 3.361
C -0.061 -0.012 3.095
C 0.407 -0.953 4.011
C 0.918 -1.984 3.254
N 0.781 -1.691 1.954
N 0.168 -0.476 1.860
B 1.203 -2.559 0.702
N -0.112 -2.941 -0.025
C -0.728 -4.098 -0.321
C -2.010 -3.813 -0.746
C -2.135 -2.424 -0.673
C -3.307 -1.556 -0.982
N -0.976 -1.917 -0.246
N 2.066 -1.640 -0.218
C 3.307 -1.817 -0.703
C 3.721 -0.644 -1.299
C 2.657 0.251 -1.140
C 2.531 1.673 -1.567
N 1.677 -0.380 -0.497
N 2.042 -3.724 1.144
C 3.199 -3.637 1.858
C 3.692 -4.901 2.012
C 2.764 -5.734 1.345
C 2.799 -7.220 1.187
N 1.781 -5.020 0.828
H -1.151 1.309 4.344
H -1.434 1.562 2.614
H 0.070 2.097 3.342
H 0.365 -0.887 5.084
H 1.369 -2.914 3.556
H -0.201 -5.028 -0.203
H -2.768 -4.516 -1.045
H -3.427 -1.436 -2.060
H -3.187 -0.570 -0.532
H -4.220 -2.004 -0.594
H 3.816 -2.759 -0.590
H 4.667 -0.452 -1.773
H 2.337 1.744 -2.638
H 3.454 2.213 -1.362
H 1.718 2.162 -1.030
H 3.578 -2.687 2.202
H 4.593 -5.196 2.523
H 3.637 -7.646 1.734
H 2.898 -7.494 0.136
H 1.877 -7.667 1.559
C -1.568 1.865 -3.797
C -1.139 1.601 -2.397
N -0.738 0.454 -1.970
O -0.738 -0.584 -2.877
C -1.154 2.643 -1.394
C -1.449 4.079 -1.670
N -0.879 2.207 -0.190
O -0.866 2.897 0.845
H -1.434 0.991 -4.426
H -1.001 2.700 -4.208
H -2.622 2.147 -3.802
H -0.348 -1.334 -2.407
H -0.601 4.559 -2.162
H -1.641 4.598 -0.734
H -2.322 4.182 -2.314
*
```

Output
Relative energy (zero: lowest compared OMol25 entry of this formula, charge and spin): 0.000 eV
DFT total energy: -1620.31701 Eh
Highest occupied orbital energy (alpha / beta): -11.53 / -11.46 eV
Strongest force on any atom: 0.05511 Eh/bohr

natural (NBO) atomic charge list, values in e, 2 entries: 1.282 -0.658


What is the formula in the second record? C6H6